The following is a quantum chemistry calculation of 2 unconnected molecules or ions with the total composition C7H23N6, from OMol25.

Last column: Löwdin charge in e.
Atoms and positions in Å:
C -1.066 -0.124 -3.970  -0.097
C 3.544 2.394 2.734  -0.053
C -0.786 -0.672 -2.575  -0.260
C -2.078 -0.783 -1.768  -0.137
C 2.587 1.842 1.684  -0.493
C -1.912 -1.435 -0.376  -0.546
C -0.841 -0.637 0.348  -0.332
N 2.698 0.394 1.459  0.016
N 1.165 2.040 2.033  0.016
N -3.153 -1.250 0.358  0.091
N -1.412 -2.790 -0.525  0.090
N -1.137 0.501 0.926  0.224
N 0.400 -1.059 0.330  0.219
H -0.139 -0.015 -4.524  0.076
H -1.545 0.850 -3.907  0.078
H -1.720 -0.792 -4.525  0.078
H 4.576 2.264 2.418  0.081
H 3.365 3.457 2.882  0.081
H 3.400 1.883 3.686  0.081
H -0.084 -0.006 -2.070  0.104
H -0.323 -1.657 -2.654  0.109
H -2.796 -1.383 -2.331  0.129
H -2.514 0.207 -1.625  0.126
H 3.567 0.188 0.977  0.096
H 1.186 -0.499 0.715  0.081
H 0.932 3.026 1.973  0.094
H 1.031 1.771 3.006  0.093
H -3.178 -1.798 1.211  0.096
H -3.960 -1.500 -0.201  0.096
H -1.916 -3.301 -1.239  0.102
H 2.742 -0.078 2.360  0.094
H -2.108 0.780 0.960  0.124
H -0.383 1.091 1.320  0.082
H -1.470 -3.311 0.343  0.099
H 0.580 -1.930 -0.152  0.118
H 2.747 2.332 0.717  0.143

## Properties
HOMO energy ... -12.899 eV
Net charge ... +1
Energy above the lowest of the compared OMol25 structures with the same formula, charge and spin ... 0.0 kJ/mol
Multiplicity ... 1
Total energy ... -16569.049 eV
Frontier orbital gap ... 0.3938 hartree

The following is a quantum chemistry calculation of 6 unconnected molecules or ions with the total composition C7H23NO5 at a distorted geometry, from OMol25.

Last column: Löwdin charge in e.
Atoms and positions in Å:
C -1.321 -1.759 -0.406  -0.080
C -0.463 -0.664 -1.058  -0.211
C 0.321 0.099 -0.034  -0.248
C 1.412 -0.356 0.570  -0.173
N 1.980 -1.635 0.383  0.055
C -0.017 1.581 0.249  -0.176
C -1.440 1.939 -0.039  -0.195
C -1.824 2.847 -0.919  0.003
H -1.989 -1.365 0.352  0.066
H -0.723 -2.497 0.154  0.060
H -1.849 -2.339 -1.157  0.069
H -1.181 -0.016 -1.542  0.095
H 0.218 -1.084 -1.801  0.083
H 1.946 0.239 1.304  0.126
H 1.843 -2.070 -0.525  0.058
H 2.904 -1.705 0.767  0.084
H 0.191 1.806 1.289  0.093
H 0.689 2.211 -0.303  0.111
H -2.145 1.316 0.504  0.110
H -2.834 3.163 -1.161  0.056
H -1.059 3.359 -1.482  0.049
H 0.610 1.623 -3.068  0.027
H 1.666 0.546 -3.149  0.027
O 1.035 1.026 -3.699  -0.056
H -3.150 -0.982 3.380  0.030
H -1.665 -1.340 3.010  -0.008
O -2.272 -0.609 3.232  -0.082
H 0.494 -2.168 1.870  -0.010
H 0.694 -2.763 3.293  0.052
O 0.063 -2.305 2.727  -0.061
H -0.081 3.988 1.941  0.027
H 1.446 4.212 1.960  0.036
O 0.699 3.953 2.506  -0.056
H 2.132 -2.272 -3.626  0.046
H 1.467 -3.302 -2.771  0.048
O 2.203 -2.676 -2.753  -0.055

## Properties
SMILES ... C=CC/C(=C/N)CC.O.O.O.O.O
HOMO energy ... -8.055 eV
Energy above the lowest of the compared OMol25 structures with the same formula, charge and spin ... 111.9 kJ/mol
Multiplicity ... 1
Total energy ... -19358.797 eV
Frontier orbital gap ... 0.3094 hartree

The following is a quantum chemistry calculation of a molecular structure, C7H26BNOP2Rh at a distorted geometry, from OMol25.

Last column: Löwdin charge in e.
Atoms and positions in Å:
Rh 0.476 -0.155 0.612  0.361
H -2.131 0.227 -1.996  0.005
H -0.010 0.769 -1.405  -0.004
P -0.536 1.716 1.667  0.728
P 0.975 -2.230 -0.399  0.724
C 0.224 -3.739 0.440  -0.238
H 0.504 -4.652 -0.086  0.058
H 0.573 -3.809 1.470  0.047
H -0.863 -3.660 0.444  0.047
C 0.418 -2.554 -2.168  -0.245
H 0.896 -1.854 -2.852  0.030
H 0.676 -3.568 -2.474  0.059
H -0.664 -2.435 -2.247  0.040
C 2.772 -2.782 -0.509  -0.222
H 3.217 -2.813 0.486  0.053
H 2.843 -3.776 -0.952  0.063
H 3.343 -2.086 -1.124  0.042
C -2.291 2.200 1.183  -0.242
H -2.652 3.020 1.803  0.058
H -2.322 2.515 0.139  0.026
H -2.960 1.348 1.305  0.047
C -0.743 1.563 3.531  -0.231
H 0.229 1.430 4.007  0.050
H -1.212 2.457 3.943  0.061
H -1.368 0.702 3.769  0.050
C 0.316 3.393 1.568  -0.240
H 0.378 3.725 0.531  0.034
H -0.240 4.139 2.137  0.060
H 1.324 3.328 1.977  0.048
H -0.122 2.203 -2.241  0.146
H 0.441 0.839 -3.005  0.144
H -1.676 0.273 -3.685  0.168
H -2.278 1.733 -2.875  0.156
B -1.721 0.818 -2.756  -0.072
N -0.194 1.198 -2.309  0.193
H -1.153 -0.650 0.368  -0.002
H 0.271 -0.971 2.028  0.021
O 3.098 1.336 -0.328  0.184
C 2.162 0.804 0.008  -0.208

## Properties
HOMO energy (alpha / beta) ... -12.656 / -16.789 eV
Net charge ... +2
Multiplicity ... 6
Total energy ... -33454.231 eV
Frontier orbital gap (alpha / beta) ... 0.2367 / 0.1231 hartree

The following is a quantum chemistry calculation of 7 unconnected molecules or ions with the total composition C7H27ClNO7 at a distorted geometry, from OMol25.

Last column: Löwdin charge in e.
Atoms and positions in Å:
Cl 23.648 -22.809 -18.974  0.059
C 17.572 -21.221 -13.922  -0.127
O 18.504 -22.235 -14.139  -0.182
C 19.800 -21.732 -14.342  -0.252
C 20.843 -22.808 -14.429  -0.209
N 20.421 -23.824 -15.426  -0.078
C 21.322 -25.000 -15.412  -0.169
C 20.743 -26.139 -16.260  -0.199
O 21.485 -26.414 -17.423  -0.226
C 21.321 -25.541 -18.520  -0.112
H 16.579 -21.663 -13.797  0.085
H 17.465 -20.627 -14.844  0.095
H 17.826 -20.630 -13.034  0.089
H 20.155 -21.053 -13.547  0.121
H 19.818 -21.017 -15.175  0.125
H 20.940 -23.232 -13.416  0.116
H 21.847 -22.478 -14.703  0.131
H 19.534 -24.106 -15.011  0.104
H 21.537 -25.270 -14.374  0.114
H 22.241 -24.711 -15.925  0.112
H 19.709 -25.965 -16.583  0.121
H 20.721 -27.038 -15.639  0.117
H 21.972 -25.934 -19.300  0.096
H 21.627 -24.494 -18.441  0.024
H 20.286 -25.504 -18.876  0.092
C 25.253 -20.778 -21.572  -0.208
O 25.126 -20.325 -20.237  -0.182
H 25.607 -21.809 -21.686  0.067
H 24.284 -20.764 -22.086  0.069
H 25.967 -20.140 -22.095  0.065
H 24.776 -21.115 -19.767  -0.080
O 24.186 -25.755 -17.203  -0.093
H 23.247 -25.978 -17.333  -0.021
H 24.247 -24.896 -17.651  -0.056
O 21.163 -22.035 -17.597  -0.157
H 21.207 -22.612 -16.805  -0.018
H 21.955 -22.262 -18.115  -0.176
O 26.753 -24.177 -18.343  -0.093
H 27.465 -23.654 -18.722  0.019
H 25.941 -23.735 -18.650  -0.064
O 21.528 -20.226 -20.129  -0.092
H 20.886 -20.668 -19.564  0.005
H 22.302 -20.810 -20.104  -0.033

## Properties
HOMO energy ... -6.189 eV
Net charge ... -1
Energy above the lowest of the compared OMol25 structures with the same formula, charge and spin ... 25.7 kJ/mol
Multiplicity ... 1
Total energy ... -36043.635 eV
Frontier orbital gap ... 0.3265 hartree

The following is a quantum chemistry calculation of a molecular structure, C7H28CuN14O7 at a distorted geometry, from OMol25.

Last column: Löwdin charge in e.
Atoms and positions in Å:
Cu 0.143 -0.178 -0.766  0.994
C -1.677 2.685 2.081  -0.810
O -0.847 3.506 2.282  0.082
N -2.621 2.367 2.837  0.204
N -1.729 1.904 1.036  0.190
H -3.296 1.651 2.614  0.127
H -2.682 2.922 3.679  0.149
H -2.411 1.166 0.928  0.077
H -1.136 2.139 0.253  0.061
C -3.092 -0.740 -0.906  -0.781
O -2.096 -1.404 -0.967  0.049
N -3.828 -0.514 0.140  0.183
N -3.523 -0.023 -1.895  0.208
H -3.778 -1.038 1.002  0.145
H -4.689 -0.024 -0.057  0.130
H -4.138 0.644 -1.452  0.120
H -3.012 0.125 -2.754  0.123
C 0.711 -1.547 2.343  -0.710
O 0.105 -1.327 1.292  0.009
N 0.156 -1.379 3.534  0.181
N 1.874 -1.979 2.585  0.216
H 0.670 -1.663 4.356  0.127
H -0.815 -1.105 3.472  0.124
H 2.403 -2.134 1.739  0.108
H 2.195 -2.131 3.531  0.146
C 2.796 -1.125 -2.059  -0.774
O 1.757 -1.399 -2.580  0.037
N 3.138 -1.610 -0.866  0.187
N 3.719 -0.416 -2.619  0.207
H 2.547 -2.356 -0.528  0.031
H 3.938 -1.257 -0.361  0.118
H 4.513 -0.089 -2.088  0.123
H 3.613 -0.018 -3.542  0.138
C 2.062 2.051 0.963  -0.684
O 1.343 1.498 0.101  -0.031
N 1.608 2.621 1.980  0.224
N 3.379 2.055 1.091  0.180
H 0.632 2.879 1.969  0.059
H 2.334 2.961 2.595  0.143
H 3.985 1.566 0.447  0.114
H 3.859 2.460 1.882  0.127
C -1.271 2.537 -2.468  -0.726
O -0.744 1.538 -1.933  -0.053
N -1.750 2.460 -3.625  0.235
N -1.433 3.626 -1.779  0.208
H -1.534 1.608 -4.123  0.152
H -2.301 3.218 -4.001  0.152
H -0.751 4.160 -1.260  0.146
H -2.154 4.253 -2.106  0.129
C 0.905 -4.198 -0.514  -0.661
O 1.847 -3.741 0.149  -0.012
N 0.414 -5.411 -0.221  0.176
N 0.380 -3.685 -1.619  0.195
H 0.714 -5.765 0.676  0.122
H -0.544 -5.538 -0.515  0.112
H -0.403 -4.096 -2.106  0.126
H 0.514 -2.711 -1.849  0.049

## Properties
HOMO energy (alpha / beta) ... -14.694 / -14.693 eV
Net charge ... +2
Multiplicity ... 2
Total energy ... -87535.570 eV
Frontier orbital gap (alpha / beta) ... 0.3274 / 0.1805 hartree

The following is a quantum chemistry calculation of 7 unconnected molecules or ions with the total composition C7H28NO6 at a distorted geometry, from OMol25.

Last column: Löwdin charge in e.
Atoms and positions in Å:
C -0.143 -0.947 -0.007  -0.178
C 1.364 -0.888 -0.352  -0.169
C 2.196 -0.541 0.851  -0.223
C 2.461 1.717 0.309  -0.131
C 2.296 0.858 1.323  -0.292
C 2.447 1.342 2.772  -0.030
C 2.224 3.175 0.690  -0.120
N -1.113 0.115 -0.299  0.159
H -0.524 -1.848 -0.622  0.132
H -0.123 -0.962 1.114  0.126
H 1.492 -0.076 -1.055  0.079
H 1.865 -1.880 -0.628  0.145
H 3.212 -0.751 0.610  0.108
H 2.018 -1.139 1.862  0.160
H 2.974 1.546 -0.478  0.046
H 1.609 1.093 3.448  0.087
H 2.642 2.478 2.673  0.084
H 3.268 1.009 3.285  0.045
H 3.182 3.648 1.188  0.118
H 2.146 3.853 -0.176  0.061
H 1.215 3.089 1.203  0.096
H -1.221 0.293 -1.296  0.071
H -1.030 0.941 0.174  0.101
H -2.026 -0.251 0.181  0.129
H -3.806 2.017 1.209  0.043
H -4.203 0.996 0.271  -0.026
O -3.517 1.477 0.513  0.055
H -0.091 0.645 -3.411  0.147
H -1.267 1.645 -2.850  0.037
O -1.088 0.718 -2.926  -0.102
H -2.639 -2.126 2.510  0.071
H -3.476 -1.083 1.965  0.051
O -2.734 -1.626 1.686  -0.044
H -0.175 -3.892 1.715  0.045
H -0.098 -3.902 0.109  -0.016
O -0.467 -3.624 0.868  0.016
H -3.198 -2.707 -0.394  0.038
H -3.127 -2.346 -1.803  0.016
O -3.158 -1.952 -0.975  -0.017
H 2.062 1.907 -3.799  0.044
H 2.464 0.458 -3.974  0.053
O 1.910 1.039 -3.472  -0.018

## Properties
HOMO energy ... -10.957 eV
Net charge ... +1
Energy above the lowest of the compared OMol25 structures with the same formula, charge and spin ... 388.6 kJ/mol
Multiplicity ... 1
Total energy ... -21478.674 eV
Frontier orbital gap ... 0.3122 hartree

The following is a quantum chemistry calculation of 10 unconnected molecules or ions with the total composition C7H28O9 at a distorted geometry, from OMol25.

Last column: Löwdin charge in e.
Atoms and positions in Å:
C 1.272 -1.593 -0.284  -0.125
C 0.795 -2.781 0.052  0.026
C 0.043 0.262 0.846  -0.076
C 1.160 -0.459 0.698  -0.283
C 2.505 -0.098 1.247  -0.067
C -2.391 0.331 0.579  -0.009
C -1.209 -0.102 0.164  -0.193
H 1.491 -1.378 -1.307  0.088
H 0.388 -3.206 0.969  0.066
H 0.725 -3.614 -0.648  0.059
H 0.110 1.188 1.415  0.111
H 2.896 -0.718 2.049  0.071
H 3.324 -0.108 0.530  0.071
H 2.382 0.882 1.728  0.086
H -2.626 1.080 1.298  0.039
H -3.352 0.001 0.182  0.078
H -1.052 -0.842 -0.607  0.085
H -0.105 3.427 -1.467  0.060
H -1.401 3.120 -0.696  0.032
O -0.826 2.793 -1.397  -0.041
H -2.204 -0.746 -3.087  0.015
H -1.787 0.789 -3.056  0.017
O -1.720 -0.041 -3.522  -0.046
H -1.500 -1.352 1.696  -0.016
H -2.383 -1.360 2.951  0.045
O -2.189 -1.862 2.153  -0.068
H 1.701 1.680 -1.401  -0.008
H 2.061 1.845 -0.006  -0.005
O 2.095 2.360 -0.821  -0.059
H -3.074 -1.963 -0.685  0.026
H -2.420 -3.222 -1.288  0.056
O -2.580 -2.287 -1.442  -0.038
H 2.829 0.076 -1.982  -0.010
H 4.104 0.557 -1.309  0.031
O 3.756 -0.154 -1.857  -0.055
H -0.068 1.277 -2.058  -0.001
H 0.505 0.487 -3.287  0.072
O 0.527 0.560 -2.330  -0.066
H 1.716 -0.517 4.470  0.047
H 0.835 -1.675 3.688  0.042
O 1.572 -1.068 3.708  -0.040
H -2.692 2.613 1.045  0.013
H -1.200 2.669 1.600  0.019
O -2.017 3.150 1.469  -0.050

## Properties
SMILES ... C=C/C=C(/C)C=C.O.O.O.O.O.O.O.O.O
HOMO energy ... -8.945 eV
Energy above the lowest of the compared OMol25 structures with the same formula, charge and spin ... 333.7 kJ/mol
Multiplicity ... 1
Total energy ... -26137.989 eV
Frontier orbital gap ... 0.3353 hartree

The following is a quantum chemistry calculation of a molecular structure, C7H2InO7 at a distorted geometry, from OMol25.

Last column: Löwdin charge in e.
Atoms and positions in Å:
In -0.947 3.055 -0.952  1.047
C -0.491 3.795 2.442  -1.016
O -0.462 4.660 1.588  -0.008
O -1.072 3.765 3.507  0.131
O -0.428 2.628 1.904  0.009
C -0.783 -1.950 -1.594  0.015
C -0.323 -0.579 -1.761  -0.330
C 0.913 -0.108 -0.761  -0.258
O 1.303 1.122 -0.753  -0.123
C 1.427 -1.115 0.184  0.073
C 0.977 -2.437 0.184  -0.305
C -0.194 -2.853 -0.788  -0.349
O -0.806 -3.994 -0.671  -0.031
O 1.412 -3.279 1.068  0.005
O -0.980 0.299 -2.313  -0.096
H -1.517 -2.264 -2.322  0.117
H 1.974 -0.743 1.038  0.118

## Properties
HOMO energy ... -4.268 eV
Net charge ... -1
Energy above the lowest of the compared OMol25 structures with the same formula, charge and spin ... 137.2 kJ/mol
Multiplicity ... 1
Total energy ... -26792.497 eV
Frontier orbital gap ... 0.0932 hartree